1.
The following is a quantum chemistry calculation of a structure of composition C3H5O4S, from OMol25.

Last column: natural (NBO) charge in e.
Positions of all 13 atoms, in Å:
C  0.28  1.77  0.43  -0.355
C  0.90  0.77  0.95  -0.253
C  0.49  -0.67  0.93  0.452
O  -2.01  -1.13  -1.00  -0.974
O  -0.37  -0.11  -2.80  -0.999
O  -0.59  -1.06  1.36  -0.726
O  0.58  -1.10  -0.87  -0.967
S  -0.51  -1.26  -1.93  1.700
H  0.57  2.71  0.43  0.166
H  -0.63  1.59  -0.33  0.206
H  1.72  0.96  1.62  0.173
H  1.41  -1.18  1.30  0.080
H  -1.83  -1.28  -0.10  0.496

The calculation puts the energy above the lowest of the compared OMol25 structures with the same formula, charge and spin at 3.1941 eV. The value obtained for the molecular weight is 137.1 g/mol. The value obtained for the highest occupied orbital energy is -4.5929 eV. As for the charge: -1. The value obtained for the total energy is -816.43676 Eh. The strongest force on any atom is 6.5 eV/A. The LUMO energy is 0.148 Eh.

***

2.
The following is a quantum chemistry calculation of a structure of composition C3H5O5Yb, from OMol25.

Last column: natural (NBO) charge in e.
Positions of all 14 atoms, in Å:
O  -1.73  -2.13  1.00  -0.659
C  -1.51  -0.85  0.69  0.078
C  -2.13  -0.15  -0.52  -0.137
O  -1.67  1.16  -0.61  -1.027
H  3.17  0.40  -1.63  0.516
H  -1.04  -0.26  1.48  0.126
H  -2.65  -2.26  0.63  0.475
H  -3.23  -0.18  -0.42  0.147
H  -1.88  -0.75  -1.42  0.150
Yb  0.40  1.49  -0.17  1.740
O  2.26  1.38  1.07  -0.885
C  3.14  0.86  0.33  0.960
O  4.34  0.75  0.47  -0.646
O  2.54  0.55  -0.90  -0.839

The calculation puts the energy above the lowest of the compared OMol25 structures with the same formula, charge and spin at 0.0000 eV. As for the spin multiplicity: 2. The value obtained for the molecular weight is 294.1 g/mol. The value obtained for the highest occupied orbital energy (alpha / beta) is -7.3627 / -7.7992 eV. As for the charge: 0. The expectation value of S² is 0.754. The value obtained for the total energy is -1652.18132 Eh. The strongest force on any atom is 2.3 eV/A. The LUMO energy (alpha / beta) is -0.029 / -0.031 Eh.

***

3.
The following is a quantum chemistry calculation of the ion C3H5OS with charge -1, from OMol25.

Last column: natural (NBO) charge in e.
Positions of all 10 atoms, in Å:
O  0.94  -1.91  1.34  -0.602
C  0.85  -1.05  0.48  0.447
C  -0.06  0.13  0.56  -0.526
C  -0.79  0.64  -0.68  -0.513
S  0.26  0.64  -2.19  -0.731
H  1.48  -1.09  -0.42  0.146
H  -0.66  0.06  1.47  0.194
H  0.71  0.88  0.82  0.220
H  -1.68  0.01  -0.83  0.176
H  -1.05  1.69  -0.53  0.189

The calculation puts the energy above the lowest of the compared OMol25 structures with the same formula, charge and spin at 0.4479 eV. The value obtained for the molecular weight is 89.1 g/mol. The value obtained for the highest occupied orbital energy is -2.5346 eV. As for the charge: -1. The value obtained for the total energy is -590.75586 Eh. The strongest force on any atom is 1.0 eV/A. The LUMO energy is 0.152 Eh.